Entry 1:
A 12-piece molecular cluster, C29H82O12 overall at a distorted geometry, computed with ωB97M-V with the def2-TZVPD basis set.

Properties
- Calculated total energy: -2056.857149 Eh
- Energy relative to the best compared isomer or geometry (same formula, charge and spin): 1.8571 eV
- SMILES: CC(C)O.CC(C)O.CC(C)O.CC(C)O.CC(C)O.CCO.CCO.CCO.CCO.CCO.CCO.CCO
- Gap between HOMO and LUMO: 9.82 eV
- Charge: 0

Geometry (Å):
C1 13.88470 32.83728 34.55333
C2 15.18694 33.57777 34.33264
C3 14.99568 35.04616 34.61585
O1 16.12504 33.10214 35.24743
H1 14.01984 31.76829 34.38878
H2 13.15929 33.11149 33.78738
H3 13.43659 32.97929 35.53676
H4 15.58619 33.43615 33.32833
H5 14.28786 35.19099 35.43199
H6 14.59758 35.55537 33.73817
H7 15.95497 35.54061 34.76876
H8 16.89352 32.82661 34.74232
C4 10.31973 30.74018 34.08391
C5 11.29069 29.89773 33.21177
C6 10.67357 28.93850 32.22034
O2 12.07661 30.76293 32.45660
H9 9.75367 31.37717 33.40427
H10 10.82937 31.40501 34.78130
H11 9.62712 30.05535 34.57319
H12 11.95855 29.34287 33.87070
H13 10.08298 28.20035 32.76297
H14 11.39514 28.46871 31.55196
H15 10.00062 29.39742 31.49603
H16 12.55338 30.30377 31.76129
C7 6.79086 29.77275 37.29978
C8 7.70608 30.13557 38.51049
C9 6.96781 30.21215 39.82616
O3 8.65313 29.07778 38.61960
H17 5.98982 30.49814 37.15757
H18 6.28856 28.80902 37.38360
H19 7.35192 29.84086 36.36775
H20 8.22495 31.08771 38.39954
H21 6.50104 31.18312 39.99181
H22 7.54474 29.94485 40.71148
H23 6.18445 29.45580 39.87512
H24 9.41863 29.44284 38.16979
C10 5.71967 29.16094 33.39535
C11 5.27233 30.60021 33.35991
C12 6.43687 31.60376 33.26513
O4 4.51895 30.87574 32.18666
H25 4.90442 28.48860 33.12806
H26 6.14114 28.91229 34.36933
H27 6.58076 28.97163 32.75444
H28 4.65807 30.88911 34.21274
H29 6.98803 31.50140 32.33033
H30 7.16493 31.49027 34.06834
H31 6.06656 32.62791 33.31055
H32 3.81766 30.22097 32.15394
C13 9.78939 24.39789 36.00941
C14 8.80805 25.22175 35.16559
C15 9.14196 26.72781 35.20013
O5 8.83834 24.90281 33.77682
H33 9.99720 23.36371 35.73483
H34 9.54625 24.44754 37.07079
H35 10.77155 24.86984 35.98233
H36 7.76786 25.08028 35.45900
H37 8.92573 27.30804 36.09716
H38 8.62169 27.28235 34.41917
H39 10.17935 26.93703 34.93911
H40 9.64194 25.26428 33.39582
C16 12.92424 26.24077 33.76193
C17 12.67112 24.90134 33.06916
O6 11.44398 25.21972 32.39652
H41 12.45141 26.27744 34.74336
H42 12.50421 27.06426 33.18440
H43 14.00011 26.37369 33.87560
H44 12.53012 24.02088 33.69606
H45 13.39120 24.61147 32.30395
H46 11.15165 24.41521 31.96188
C18 11.86882 28.38170 37.74813
C19 12.04678 29.76270 37.21937
O7 10.85522 30.44581 37.40199
H47 11.19501 27.72916 37.19291
H48 11.43048 28.51009 38.73782
H49 12.84335 27.89548 37.79266
H50 12.31507 29.67265 36.16676
H51 12.84709 30.36657 37.64711
H52 11.05710 31.38320 37.35575
C20 10.83528 32.14309 29.44970
C21 9.96600 32.62737 30.56548
O8 10.74517 33.02473 31.66464
H53 10.22812 31.92705 28.57062
H54 11.28042 31.20255 29.77425
H55 11.52957 32.91379 29.11489
H56 9.32177 31.85956 30.99389
H57 9.32706 33.47104 30.30458
H58 11.17093 32.22379 31.97898
C22 15.04832 29.45199 32.56774
C23 14.99095 29.28575 31.00611
O9 13.78777 29.74422 30.44256
H59 15.07344 30.52060 32.78114
H60 15.93505 28.92068 32.91347
H61 14.16327 29.00871 33.02413
H62 15.07000 28.22633 30.76221
H63 15.86873 29.78540 30.59629
H64 13.95587 30.07977 29.55897
C24 8.67853 32.97838 36.29070
C25 9.61320 33.62339 37.25868
O10 10.87889 33.13730 37.09256
H65 8.69823 31.89450 36.40428
H66 8.88831 33.23174 35.25152
H67 7.65963 33.34127 36.42585
H68 9.24091 33.52482 38.27838
H69 9.62504 34.69974 37.08719
H70 11.46589 33.88391 37.23256
C26 13.34896 24.89322 29.14569
C27 13.02400 26.38628 29.21169
O11 13.76384 27.07738 28.18990
H71 12.64630 24.43670 29.84280
H72 14.32494 24.63474 29.55648
H73 13.27577 24.46383 28.14651
H74 13.17602 26.89792 30.16207
H75 11.96809 26.42813 28.94449
H76 13.67791 28.00837 28.40780
C28 7.56027 26.35550 30.92901
C29 8.00087 27.23336 29.81449
O12 7.06144 27.12586 28.78920
H77 8.18027 26.45614 31.81983
H78 7.63322 25.27955 30.77053
H79 6.53575 26.53946 31.25246
H80 9.00177 26.95560 29.48411
H81 8.16950 28.23365 30.21335
H82 7.12053 26.25572 28.38800

=====

Entry 2:
A 12-piece molecular cluster, C29H82O19 overall at a distorted geometry, computed with ωB97M-V with the def2-TZVPD basis set.

Properties
- Calculated total energy: -2583.397417 Eh
- Energy relative to the best compared isomer or geometry (same formula, charge and spin): 6.2132 eV
- SMILES: CC(C)O.CC(C)O.CC(C)O.CC(C)O.CC(C)O.OCCO.OCCO.OCCO.OCCO.OCCO.OCCO.OCCO
- Gap between HOMO and LUMO: 9.97 eV
- Charge: 0

Geometry (Å):
C1 -0.39370 2.03404 -21.51393
C2 0.86411 2.54894 -22.17063
C3 1.04988 2.13076 -23.63691
O1 0.82230 3.97417 -22.12948
H1 -0.17924 0.97605 -21.36305
H2 -1.17763 2.15423 -22.26167
H3 -0.58309 2.48981 -20.54208
H4 1.73616 2.28554 -21.57210
H5 2.00625 2.43425 -24.06273
H6 0.25958 2.52982 -24.27274
H7 0.97792 1.04398 -23.67989
H8 0.04701 4.36707 -22.53710
C4 6.79888 7.51026 -20.81076
C5 5.41934 7.15503 -21.27920
C6 5.02223 7.91697 -22.61683
O2 5.19142 5.81279 -21.48840
H9 6.79955 8.06578 -19.87294
H10 7.19162 8.23605 -21.52287
H11 7.34159 6.57019 -20.71153
H12 4.64115 7.37245 -20.54758
H13 5.79385 7.86112 -23.38468
H14 4.81604 8.96484 -22.39875
H15 4.12212 7.51903 -23.08539
H16 4.25476 5.67676 -21.64892
C7 15.96646 3.18339 -20.43788
C8 15.10578 2.03233 -20.71744
C9 15.53821 1.42083 -22.05415
O3 15.16756 0.98523 -19.76329
H17 17.02676 3.00033 -20.61207
H18 15.90235 3.61018 -19.43695
H19 15.67801 4.01851 -21.07619
H20 14.04748 2.29081 -20.75321
H21 15.17587 2.07735 -22.84524
H22 15.03940 0.46777 -22.23016
H23 16.60731 1.23619 -22.15912
H24 16.05699 0.62396 -19.76446
C10 12.68455 -0.12844 -29.06684
C11 13.41761 -1.15879 -28.27100
C12 13.34810 -0.97832 -26.75606
O4 12.91900 -2.44003 -28.60095
H25 13.20756 0.81444 -28.90703
H26 11.68139 0.04209 -28.67608
H27 12.69419 -0.33450 -30.13714
H28 14.45690 -1.21111 -28.59542
H29 14.14992 -1.55856 -26.29942
H30 12.44161 -1.20140 -26.19338
H31 13.51793 0.07206 -26.51952
H32 11.96600 -2.40829 -28.48973
C13 7.57865 2.67618 -25.37415
C14 8.17993 2.15692 -24.06132
C15 9.46226 2.75881 -23.53473
O5 7.21184 2.16771 -23.07314
H33 7.49836 3.76087 -25.30272
H34 6.58184 2.23719 -25.41611
H35 8.16105 2.35875 -26.23911
H36 8.33987 1.09508 -24.24853
H37 10.15636 2.78367 -24.37478
H38 9.84702 2.25684 -22.64698
H39 9.17346 3.80154 -23.40280
H40 6.95438 3.06424 -22.84608
O6 9.13149 8.23243 -33.47219
C16 9.20501 7.43174 -32.27237
C17 8.44156 6.11936 -32.44137
O7 8.51012 5.34225 -31.25384
H41 8.20713 8.37688 -33.68733
H42 10.25133 7.31392 -31.99054
H43 8.80692 8.03339 -31.45528
H44 8.85709 5.47527 -33.21635
H45 7.38544 6.24868 -32.67797
H46 8.45334 4.39696 -31.41136
O8 12.04376 7.65171 -27.59807
C18 11.26285 8.62696 -27.10247
C19 9.91563 8.16169 -26.52242
O9 9.14895 7.60547 -27.58484
H47 12.64608 8.04051 -28.23654
H48 11.87041 9.25729 -26.45312
H49 11.01305 9.26086 -27.95328
H50 9.43759 9.01695 -26.04479
H51 10.10270 7.46301 -25.70698
H52 9.60491 6.89537 -28.04250
O10 7.02815 -1.08132 -19.89877
C20 6.26887 -2.19335 -20.10403
C21 4.96086 -1.85308 -20.81178
O11 5.17454 -1.44658 -22.10068
H53 7.26670 -0.74467 -20.76559
H54 6.85498 -2.88249 -20.71203
H55 6.10549 -2.58194 -19.09884
H56 4.33570 -1.16689 -20.24046
H57 4.35266 -2.75713 -20.84154
H58 5.56254 -0.56863 -22.11693
O12 6.14790 -1.56271 -33.13086
C22 5.57519 -0.76896 -32.13048
C23 6.64168 -0.28081 -31.18864
O13 7.62201 0.42937 -31.88039
H59 5.58917 -1.77309 -33.88264
H60 5.18521 0.07609 -32.69787
H61 4.81938 -1.34798 -31.59983
H62 7.08528 -1.16226 -30.72563
H63 6.18080 0.29422 -30.38552
H64 7.92892 -0.15950 -32.57367
O14 6.12102 1.93940 -16.78963
C24 5.88126 3.19163 -17.36007
C25 5.76063 4.20247 -16.23721
O15 5.36351 5.46448 -16.80646
H65 6.53065 1.34395 -17.42147
H66 6.73650 3.43469 -17.99062
H67 5.03224 3.24206 -18.04179
H68 6.70424 4.48406 -15.76988
H69 5.04605 3.93399 -15.45913
H70 4.45971 5.45102 -17.12984
O16 8.36418 -3.82129 -26.87766
C26 8.51755 -4.84252 -25.88386
C27 7.52837 -4.57993 -24.71278
O17 6.11851 -4.49285 -25.04554
H71 8.16098 -4.25158 -27.71143
H72 8.22842 -5.83642 -26.22543
H73 9.51361 -4.82504 -25.44155
H74 7.83735 -3.66445 -24.20828
H75 7.72239 -5.35548 -23.97185
H76 5.67764 -3.92302 -24.41108
O18 15.34352 9.35108 -22.56094
C28 14.93164 8.30215 -23.40443
C29 13.58448 7.63067 -22.97284
O19 13.52312 6.49594 -23.83609
H77 15.61787 8.99599 -21.71227
H78 14.85518 8.55270 -24.46248
H79 15.75173 7.58557 -23.44994
H80 12.69621 8.22556 -23.18540
H81 13.55826 7.23702 -21.95675
H82 13.40575 6.63667 -24.77844

=====

Entry 3:
A 11-piece molecular cluster, C29H86F3N8O13S overall at a distorted geometry, computed with ωB97M-V with the def2-TZVPD basis set.

Properties
- Calculated total energy: -3269.963576 Eh
- Energy relative to the best compared isomer or geometry (same formula, charge and spin): 6.1355 eV
- Gap between HOMO and LUMO: 7.89 eV
- Charge: +1

Geometry (Å):
N1 -0.83052 -1.57536 4.78063
H1 0.06906 -1.73987 5.20934
H2 -0.60266 -1.79805 3.82220
H3 -1.06024 -0.59185 4.78698
H4 -1.58671 -2.14329 5.13524
N2 4.08058 -3.20852 0.86525
H5 3.36149 -2.60125 1.23165
H6 3.59530 -4.07443 0.67873
H7 4.81500 -3.42474 1.52402
H8 4.24200 -2.81321 -0.05005
C1 -0.21713 -0.24756 -0.36453
F1 -0.59618 -1.35056 -0.99655
F2 0.61493 0.42661 -1.22302
F3 -1.26427 0.55140 -0.04117
S1 0.85220 -0.72074 1.22975
O1 1.32255 0.49323 1.93093
O2 0.02789 -1.49574 2.19933
O3 1.97339 -1.48256 0.70296
C2 2.65430 -1.72515 4.76281
C3 2.47174 -2.54462 6.08012
O4 1.25783 -3.29784 5.95831
O5 1.77604 -0.55112 4.86272
H9 2.57474 -2.32757 3.85790
H10 3.68027 -1.35782 4.78617
H11 2.33434 -1.99213 7.00962
H12 3.15900 -3.37097 6.26159
H13 1.35038 -4.18389 6.31603
H14 2.10668 0.09485 4.23423
C4 -0.80015 3.61166 3.30851
C5 -0.33637 4.24548 1.98680
O6 1.08309 4.17938 1.92122
O7 -0.40654 2.23296 3.21912
H15 -1.86844 3.79109 3.42963
H16 -0.26416 4.08360 4.13196
H17 -0.54591 5.31447 1.94832
H18 -0.84293 3.78042 1.14111
H19 1.41092 4.57392 1.10976
H20 0.40601 2.17488 2.71121
C6 0.93275 5.58372 -3.08434
C7 0.53675 4.28535 -2.31446
C8 -0.66740 3.50627 -2.71852
O8 -1.74982 4.24411 -2.23059
C9 -2.91261 3.42519 -2.44582
N3 1.75541 3.45233 -2.30183
H21 1.29122 6.42504 -2.49123
H22 0.07512 5.91566 -3.66947
H23 1.73157 5.49408 -3.82050
H24 0.36645 4.62249 -1.29200
H25 -0.61095 2.52422 -2.24897
H26 -0.70422 3.23522 -3.77364
H27 -2.78040 2.41606 -2.05562
H28 -3.21320 3.28100 -3.48358
H29 -3.71983 3.80142 -1.81736
H30 1.50997 2.52335 -1.99062
H31 2.12590 3.31478 -3.23129
C10 -5.33755 3.83485 1.64962
C11 -4.57279 2.51646 2.01565
C12 -5.55130 1.38676 2.26236
O9 -6.48378 1.41795 3.31910
C13 -5.83267 1.05130 4.51440
N4 -3.81669 2.14786 0.85354
H32 -5.94273 4.21530 2.47249
H33 -6.05078 3.72331 0.83295
H34 -4.70923 4.67821 1.36314
H35 -4.12218 2.61673 3.00308
H36 -4.89331 0.51816 2.23628
H37 -6.10808 1.05147 1.38734
H38 -6.49438 0.45930 5.14667
H39 -5.47404 1.93922 5.03504
H40 -4.98490 0.37595 4.39907
H41 -3.26902 1.32386 1.05642
H42 -3.01955 2.76395 0.92500
C14 4.55125 0.68305 2.18064
C15 4.27607 1.96468 2.92094
C16 4.31871 3.25306 1.97919
O10 5.48403 3.38594 1.16960
C17 6.59965 3.73160 1.94707
N5 2.94418 1.86394 3.50158
H43 5.60867 0.46214 2.03514
H44 3.97837 0.62226 1.25532
H45 4.13128 -0.19019 2.67983
H46 5.00953 2.08892 3.71763
H47 4.20323 4.17036 2.55653
H48 3.52177 3.16207 1.24114
H49 7.45428 3.59558 1.28435
H50 6.82679 2.99236 2.71521
H51 6.73081 4.65294 2.51453
H52 2.45484 2.74559 3.44381
H53 2.30188 1.35449 2.91166
C18 5.81992 -1.24922 -1.66906
C19 4.37278 -1.43973 -2.06873
C20 4.19106 -1.06802 -3.58122
O11 2.81994 -0.93629 -3.87047
C21 2.53639 -0.57760 -5.25129
N6 4.00422 -2.82251 -1.89949
H54 6.01802 -1.66413 -0.68077
H55 6.10239 -0.22124 -1.89613
H56 6.41375 -1.79931 -2.39906
H57 3.72032 -0.75180 -1.53100
H58 4.71926 -1.85616 -4.11782
H59 4.63392 -0.11900 -3.88346
H60 3.49774 -0.44928 -5.74873
H61 1.77426 0.19567 -5.34770
H62 2.16919 -1.54851 -5.58386
H63 4.39969 -3.36287 -2.65560
H64 3.07487 -2.74095 -2.28650
C22 0.47126 -3.56239 -3.83647
C23 -0.62071 -4.43447 -3.25568
C24 -0.58903 -4.69569 -1.78853
O12 0.43351 -5.58587 -1.40392
C25 0.32629 -6.95234 -1.83764
N7 -1.87923 -4.03868 -3.86356
H65 0.67170 -3.78253 -4.88503
H66 1.40758 -3.82094 -3.34194
H67 0.30384 -2.50649 -3.62403
H68 -0.37876 -5.38637 -3.72837
H69 -1.52606 -5.07198 -1.37807
H70 -0.37015 -3.68702 -1.43817
H71 0.45389 -7.17913 -2.89612
H72 -0.57238 -7.47434 -1.50900
H73 1.21619 -7.42339 -1.42014
H74 -1.60820 -3.72172 -4.78345
H75 -2.33180 -3.38101 -3.24488
C26 -6.69855 -3.32726 -2.56066
C27 -6.32034 -1.90967 -2.11836
C28 -5.44569 -1.13706 -3.11371
O13 -4.14324 -1.72304 -3.42814
C29 -3.05201 -0.83307 -3.65337
N8 -7.43606 -1.28157 -1.48288
H76 -7.49384 -3.77732 -1.96645
H77 -5.88212 -4.04151 -2.45391
H78 -6.93003 -3.32017 -3.62576
H79 -5.48522 -1.94636 -1.41884
H80 -5.32596 -0.15689 -2.65214
H81 -6.12966 -1.00715 -3.95240
H82 -3.27361 0.22551 -3.78908
H83 -2.53160 -1.26072 -4.51034
H84 -2.31119 -0.74028 -2.85922
H85 -7.21506 -0.38904 -1.06499
H86 -7.69807 -1.80397 -0.65913

=====

- Which value of charge does entry 2 give?
  0

=====

- calculated total energy of number 1 (C29H82O12)?
  -2056.857149 Eh